DFT (the ωB97M-V functional and the def2-TZVPD basis) results for a molecular structure, C31H28BCo2F3O8 in a non-equilibrium geometry.

The calculation puts the total energy at -4889.7955 Ha. The relative energy (zero: lowest compared OMol25 entry of this formula, charge and spin) is 4.0 kcal per mole. The calculation puts the LUMO energy at -2.39 eV. The value obtained for the orbital gap is 5.90 eV.

The geometry in ORCA input format:
```
! wB97M-V def2-TZVPD RIJCOSX def2/J DEFGRID3
* xyz 0 1
C -3.9579 -2.5983 -1.2305
C -3.6126 -1.1178 -1.2068
C -4.2804 -0.2979 -2.3198
C -3.6747 -0.4480 0.2906
C -4.3552 0.9215 0.4194
C -4.1111 -1.3708 1.4571
O -2.3097 -0.0515 0.5176
B -1.7598 0.1311 -0.8722
C 1.7110 -2.1613 1.0657
C 2.3586 -1.0376 1.5717
C 3.6161 -0.7844 1.0710
C 3.8996 -1.3130 -0.2052
C 5.2591 -0.9874 -0.7294
F 5.4223 -1.2877 -2.0512
F 5.5178 0.3634 -0.5817
F 6.2569 -1.6288 -0.0424
C 2.9823 -2.0602 -0.9428
C 1.8643 -2.5288 -0.2852
C 0.7651 -2.7780 1.9483
C -0.4877 -3.2157 1.1955
C 0.4522 -4.2578 1.7286
O -2.1986 -1.0292 -1.5832
H -5.0341 -2.7787 -1.1185
H -3.6270 -3.0419 -2.1775
H -3.4100 -3.1430 -0.4463
H -5.3601 -0.1541 -2.2313
H -3.8054 0.6865 -2.4350
H -4.0878 -0.8178 -3.2664
H -5.4381 0.9585 0.2791
H -4.1305 1.3208 1.4225
H -3.8951 1.6262 -0.2838
H -5.1829 -1.6421 1.4553
H -3.5275 -2.3068 1.5081
H -3.9315 -0.8844 2.4336
H 1.9500 -0.5041 2.4370
H 4.3184 -0.2122 1.6541
H 3.1017 -2.3189 -1.9938
H 1.1244 -3.1376 -0.8376
H 0.7634 -2.4373 2.9824
H -1.5038 -3.1691 1.6078
H -0.4624 -2.9449 0.1309
H 1.1453 -4.7540 1.0535
H 0.0675 -4.8998 2.5500
O -0.1561 5.5386 1.8952
C 0.1372 4.4081 1.7303
Co -0.4770 2.8938 0.8475
C -2.1173 3.5559 0.7334
O -3.1143 4.1318 0.6230
C -0.0135 3.3371 -0.8021
O 0.2548 3.7360 -1.8523
C 0.3701 1.6549 1.9307
C 0.0530 1.0021 0.7925
C 0.0556 -0.0392 -0.1011
C 0.9767 0.2783 -1.2644
C 0.6643 -0.1418 -2.5686
C 1.4534 0.2403 -3.6647
C 2.5953 1.0366 -3.4895
C 2.9371 1.4190 -2.1976
C 2.1613 1.0428 -1.1048
Co 1.4963 3.2421 2.2423
C 1.7706 4.1513 3.7379
O 1.9022 4.7599 4.7114
C 2.4315 3.7436 0.8351
O 3.0696 4.0230 -0.0895
C 2.7991 2.1718 2.6511
O 3.6927 1.5092 2.9637
H 0.1154 1.1908 2.8945
H -1.8316 1.1992 -1.5412
H -0.2659 -0.6962 -2.7274
H 1.1633 -0.0490 -4.6679
H 3.1968 1.3595 -4.3367
H 3.8166 2.0366 -2.0283
H 2.4306 1.3570 -0.0916
*
```

Partial atomic charges computed with the Mulliken method, in multiples of e: number 1, C, carries -1.857; number 2, C, carries 1.513; number 3, C, carries -1.534; number 4, C, carries 1.290; number 5, C, carries -1.546; number 6, C, carries -1.684; number 7, O, carries -0.302; number 8, B, carries 0.169; number 9, C, carries 0.536; number 10, C, carries -1.021; number 11, C, carries -1.669; number 12, C, carries 0.678; number 13, C, carries 0.907; number 14, F, carries -0.297; number 15, F, carries -0.237; number 16, F, carries -0.291; number 17, C, carries -1.203; number 18, C, carries -0.146; number 19, C, carries 0.060; number 20, C, carries -0.157; number 21, C, carries -0.742; number 22, O, carries -0.481; number 23, H, carries 0.357; number 24, H, carries 0.459; number 25, H, carries 0.211; number 26, H, carries 0.349; number 27, H, carries 0.206; number 28, H, carries 0.370; number 29, H, carries 0.396; number 30, H, carries 0.334; number 31, H, carries 0.245; number 32, H, carries 0.345; number 33, H, carries 0.228; number 34, H, carries 0.345; number 35, H, carries 0.991; number 36, H, carries 0.678; number 37, H, carries 0.421; number 38, H, carries 0.530; number 39, H, carries 0.613; number 40, H, carries 0.006; number 41, H, carries -0.004; number 42, H, carries 0.196; number 43, H, carries 0.293; number 44, O, carries -0.529; number 45, C, carries 0.386; number 46, Co, carries 0.020; number 47, C, carries 0.227; number 48, O, carries -0.359; number 49, C, carries 0.201; number 50, O, carries -0.363; number 51, C, carries -0.432; number 52, C, carries 0.056; number 53, C, carries 0.081; number 54, C, carries 1.103; number 55, C, carries -0.111; number 56, C, carries -0.895; number 57, C, carries -1.050; number 58, C, carries -0.704; number 59, C, carries 0.641; number 60, Co, carries -0.145; number 61, C, carries -0.206; number 62, O, carries -0.378; number 63, C, carries -0.051; number 64, O, carries -0.367; number 65, C, carries 1.003; number 66, O, carries -0.424; number 67, H, carries 1.096; number 68, H, carries 0.013; number 69, H, carries 0.481; number 70, H, carries 0.451; number 71, H, carries 0.422; number 72, H, carries 0.471; number 73, H, carries -0.195